{
  "formula": "C24H19N6O6PdSe",
  "method": "ωB97M-V/def2-TZVPD",
  "elements": ["Pd", "Se", "O", "O", "O", "O", "O", "O", "N", "N", "N", "N", "N", "N", "C", "C", "C", "C", "C", "C", "C", "C", "C", "C", "C", "C", "C", "C", "C", "C", "C", "C", "C", "C", "C", "C", "C", "C", "H", "H", "H", "H", "H", "H", "H", "H", "H", "H", "H", "H", "H", "H", "H", "H", "H", "H", "H"],
  "xyz": [[0.32, -0.54, 1.45], [0.22, 6.89, 2.01], [0.47, -2.51, 1.95], [-0.01, 1.74, 1.47], [0.18, 3.56, -1.21], [0.29, -9.26, 0.61], [2.03, -8.90, -0.65], [0.39, -2.12, -0.17], [-2.16, 1.20, 0.99], [1.10, -8.53, 0.05], [-1.16, 5.79, 1.78], [1.87, 1.03, 0.52], [-0.66, 0.21, -1.44], [1.43, 5.70, 1.76], [1.66, -4.87, -0.30], [-0.13, 1.67, -3.26], [0.79, 4.54, 1.48], [-1.68, 3.52, 1.32], [-1.34, 2.19, 1.23], [-3.95, 2.77, 1.05], [0.49, -2.97, 0.75], [-0.70, 4.61, 1.52], [-0.25, -5.26, 1.21], [1.03, 2.19, 0.60], [0.63, -4.39, 0.53], [3.74, 2.42, 1.20], [1.60, 3.46, 1.18], [-1.66, 1.60, -3.14], [-1.87, 0.29, -2.38], [0.36, 1.26, -1.88], [0.92, -7.07, 0.22], [1.81, -6.23, -0.45], [3.10, 1.15, 0.78], [-0.10, -6.62, 1.04], [-3.05, 3.80, 1.22], [0.45, 2.45, -0.89], [-3.47, 1.48, 0.91], [3.01, 3.52, 1.41], [-0.76, -7.33, 1.53], [-2.05, 2.45, -2.58], [-1.83, -0.57, -3.05], [-3.38, 4.83, 1.29], [2.33, -4.19, -0.80], [3.45, 4.43, 1.81], [-4.13, 0.64, 0.73], [-2.15, 1.58, -4.11], [-2.78, 0.25, -1.79], [-5.02, 2.96, 1.01], [-1.03, -4.88, 1.86], [2.59, -6.64, -1.07], [0.23, 0.96, -4.00], [-0.98, 0.33, -0.49], [1.35, 0.81, -1.90], [3.70, 0.25, 0.71], [4.81, 2.44, 1.39], [0.23, 2.66, -3.54], [-0.25, -0.72, -1.47]],
  "lowdin_charge": [1.06, 1.44, 0.04, -0.04, 0.22, 0.12, 0.12, 0.01, 0.12, -0.33, -0.15, 0.06, 0.11, -0.19, 0.03, -0.09, -0.29, -0.06, -0.27, 0.02, -0.53, -0.25, 0.04, -0.34, -0.13, 0.09, 0.03, -0.12, -0.05, -0.14, -0.08, 0.04, -0.02, 0.05, 0.06, -0.18, -0.05, 0.05, 0.14, 0.12, 0.15, 0.14, 0.13, 0.14, 0.14, 0.14, 0.12, 0.14, 0.14, 0.14, 0.14, 0.08, 0.16, 0.15, 0.15, 0.14, 0.13],
  "gap_ev": [4.5, 4.5],
  "total_charge": 3,
  "total_energy_ha": -4234.01669
}

{
  "formula": "C24H20Br2N5O2Pd",
  "method": "ωB97M-V/def2-TZVPD",
  "elements": ["Pd", "Br", "Br", "O", "O", "N", "N", "N", "N", "N", "C", "C", "C", "C", "C", "C", "C", "C", "C", "C", "C", "C", "C", "C", "C", "C", "C", "C", "C", "C", "C", "C", "C", "C", "H", "H", "H", "H", "H", "H", "H", "H", "H", "H", "H", "H", "H", "H", "H", "H", "H", "H", "H", "H"],
  "xyz": [[0.21, -0.16, 0.06], [0.81, 0.16, 6.64], [6.37, 2.01, 1.33], [0.09, -0.32, -1.93], [0.57, 1.79, -2.55], [0.28, 1.36, -5.11], [0.30, -0.13, 2.06], [-2.63, -0.36, -0.05], [2.10, 0.60, 0.30], [-1.60, -1.05, -0.04], [-3.35, 1.97, 0.10], [1.63, 0.44, 3.95], [4.66, 1.44, 0.91], [0.22, 0.64, -2.77], [-1.64, -2.46, -0.21], [0.60, 0.04, 4.80], [-0.70, -0.51, 2.88], [2.49, 0.72, 1.60], [-2.76, -4.45, -0.89], [-0.52, -4.57, 0.01], [-1.64, 3.67, 0.24], [3.75, 1.14, 1.93], [-1.64, -5.19, -0.52], [-1.02, 1.43, 0.12], [-0.02, 0.19, -4.22], [-2.77, -3.08, -0.75], [4.26, 1.31, -0.41], [-0.61, 2.72, 0.20], [-0.58, -0.45, 4.25], [-2.98, 3.31, 0.20], [1.46, 0.34, 2.59], [-2.36, 1.00, 0.06], [2.97, 0.89, -0.68], [-0.51, -3.19, 0.16], [-0.48, 1.58, -5.75], [-3.62, -2.49, -1.04], [4.06, 1.23, 2.96], [0.62, -0.65, -4.48], [-1.64, -6.27, -0.64], [-3.62, -4.95, -1.30], [1.12, 1.21, -5.68], [-1.37, 4.72, 0.33], [0.35, -5.15, 0.30], [-4.39, 1.67, 0.04], [-1.60, -0.88, 2.42], [2.61, 0.78, -1.69], [-3.74, 4.07, 0.23], [-1.05, -0.11, -4.35], [4.93, 1.53, -1.23], [-1.41, -0.77, 4.87], [0.45, 2.16, -4.48], [0.43, 3.01, 0.23], [0.36, -2.72, 0.62], [2.55, 0.82, 4.37]],
  "lowdin_charge": [1.29, 0.96, 0.96, -0.11, 0.06, 0.22, -0.02, 0.18, -0.01, -0.08, 0.05, -0.01, -0.65, -0.60, -0.25, -0.65, -0.06, -0.17, -0.02, -0.03, 0.00, -0.01, -0.01, -0.10, -0.01, 0.01, -0.04, -0.04, -0.04, -0.01, -0.16, -0.25, -0.06, -0.04, 0.18, 0.12, 0.12, 0.15, 0.13, 0.13, 0.18, 0.14, 0.13, 0.14, 0.12, 0.11, 0.13, 0.15, 0.13, 0.13, 0.16, 0.13, 0.10, 0.12],
  "gap_ev": 6.6,
  "total_charge": 3,
  "total_energy_ha": -6625.75898
}

{
  "formula": "C24H20Cl3GeN4O3OsPS",
  "method": "ωB97M-V/def2-TZVPD",
  "elements": ["Os", "Ge", "Cl", "Cl", "Cl", "S", "P", "O", "O", "O", "N", "N", "N", "N", "C", "C", "C", "C", "C", "C", "C", "C", "C", "C", "C", "C", "C", "C", "C", "C", "C", "C", "C", "C", "C", "C", "C", "C", "H", "H", "H", "H", "H", "H", "H", "H", "H", "H", "H", "H", "H", "H", "H", "H", "H", "H", "H", "H"],
  "xyz": [[0.62, 1.35, -0.48], [2.76, 4.15, 0.70], [2.11, 5.96, -0.23], [2.40, 2.65, -1.24], [4.86, 4.03, 0.90], [-0.27, 1.78, 2.16], [0.13, -0.82, 0.53], [-0.57, 2.95, 2.89], [1.08, 1.87, 1.44], [-1.20, 1.33, 1.06], [0.05, 1.02, -2.44], [-0.75, 3.03, -0.89], [-2.28, 3.80, -2.24], [-1.01, 1.58, -4.26], [4.11, -2.88, -0.19], [1.64, -1.68, 0.14], [-0.81, 1.86, -2.96], [-1.29, -2.16, -1.39], [1.71, -2.98, -0.38], [0.18, -2.05, 3.01], [-2.38, 4.51, -1.07], [-3.52, -2.98, -1.06], [-1.42, 4.03, -0.23], [0.08, -0.83, 2.36], [-0.06, 0.34, 3.12], [-1.30, -1.66, -0.08], [-3.54, -2.47, 0.23], [0.10, -2.08, 4.40], [-1.30, 2.90, -2.10], [-0.22, 0.51, -4.59], [2.82, -0.99, 0.49], [2.95, -3.58, -0.52], [-2.44, -1.79, 0.72], [4.05, -1.60, 0.33], [-2.40, -2.83, -1.87], [-0.12, 0.32, 4.50], [0.44, 0.16, -3.45], [-0.04, -0.91, 5.14], [-4.42, -2.59, 0.85], [0.29, -2.96, 2.45], [-0.19, 0.09, -5.58], [-1.19, 4.32, 0.78], [-3.11, 5.29, -0.91], [-0.25, 1.24, 5.05], [-1.62, 2.07, -4.90], [0.15, -3.03, 4.92], [-2.45, -1.39, 1.73], [2.76, 0.01, 0.91], [0.81, -3.52, -0.65], [-0.42, -2.03, -2.02], [1.17, -0.61, -3.30], [-2.38, -3.25, -2.87], [-4.39, -3.50, -1.45], [-0.08, -0.95, 6.22], [-2.88, 3.94, -3.04], [5.08, -3.35, -0.35], [3.00, -4.60, -0.86], [4.96, -1.07, 0.60]],
  "lowdin_charge": [1.15, 0.15, 0.21, 0.21, 0.23, 0.57, 1.05, -0.19, -0.60, -0.38, -0.12, -0.01, 0.18, 0.17, 0.00, -0.35, -0.25, -0.10, -0.05, -0.03, 0.01, -0.01, -0.06, -0.30, -0.28, -0.34, -0.02, 0.00, -0.22, 0.00, -0.09, -0.01, -0.05, -0.03, -0.03, 0.01, -0.08, 0.01, 0.13, 0.13, 0.15, 0.12, 0.15, 0.14, 0.19, 0.13, 0.12, 0.09, 0.11, 0.09, 0.13, 0.13, 0.13, 0.14, 0.19, 0.13, 0.13, 0.13],
  "gap_ev": [5.9, 5.8],
  "multiplicity": 2,
  "s_squared": 0.762,
  "total_charge": 3,
  "total_energy_ha": -5658.12291
}

{
  "formula": "C24H20Cl5N8O4PRu",
  "method": "ωB97M-V/def2-TZVPD",
  "elements": ["Ru", "Cl", "Cl", "Cl", "Cl", "Cl", "P", "O", "O", "O", "O", "N", "N", "N", "N", "N", "N", "N", "N", "C", "C", "C", "C", "C", "C", "C", "C", "C", "C", "C", "C", "C", "C", "C", "C", "C", "C", "C", "C", "C", "C", "C", "C", "H", "H", "H", "H", "H", "H", "H", "H", "H", "H", "H", "H", "H", "H", "H", "H", "H", "H", "H", "H"],
  "xyz": [[-0.96, -0.17, -0.50], [-6.07, 2.22, -1.11], [-5.07, 4.30, -3.22], [-3.86, 0.17, 0.12], [-2.10, 4.26, -4.18], [-0.10, 2.10, -2.84], [1.33, 0.82, 2.33], [-2.12, -0.79, -2.50], [-1.42, -1.47, -4.52], [0.03, -3.44, -5.47], [1.31, -4.98, -4.49], [-0.76, 2.04, 0.90], [-0.52, -0.59, 3.85], [1.38, -0.14, -0.35], [-0.42, -2.44, -1.21], [0.83, 3.45, 1.49], [0.71, -4.15, -1.97], [3.34, -0.16, 0.66], [-0.90, -0.85, 1.70], [2.32, -0.55, -1.24], [-1.13, 3.29, 0.54], [-3.50, 1.38, -1.03], [-2.18, 1.39, -1.42], [0.55, -4.04, -4.43], [2.01, 0.08, 0.80], [2.09, 3.95, 1.98], [4.35, 0.01, 1.67], [-0.51, -2.44, -2.58], [0.61, -3.92, 0.51], [0.43, 2.16, 1.48], [-1.42, -1.47, -3.29], [-0.15, 4.18, 0.89], [0.20, -3.51, -3.08], [0.06, -0.12, 5.09], [-3.97, 3.18, -2.54], [3.54, -0.56, -0.63], [-0.12, -0.26, 2.60], [-1.60, -1.41, 3.74], [0.30, -3.48, -0.87], [-2.63, 3.18, -2.97], [-4.43, 2.26, -1.58], [-1.76, 2.26, -2.40], [-1.83, -1.56, 2.39], [-2.59, -2.13, 1.90], [-0.51, -0.53, 5.93], [2.18, 5.00, 1.74], [4.51, -0.81, -1.01], [-0.09, 5.24, 0.76], [0.02, 0.97, 5.13], [2.06, -0.78, -2.26], [-2.11, -1.82, 4.59], [-0.57, -2.66, -5.24], [3.97, -0.34, 2.63], [1.10, -0.44, 5.17], [1.68, -4.07, 0.65], [0.25, -3.17, 1.21], [1.25, -4.99, -2.05], [0.11, -4.87, 0.73], [4.62, 1.07, 1.77], [2.16, 3.82, 3.06], [2.91, 3.41, 1.50], [5.24, -0.55, 1.40], [-2.07, 3.50, 0.07]],
  "lowdin_charge": [1.27, 0.73, 0.72, 0.76, 0.73, 0.72, 1.19, -0.07, 0.07, 0.15, 0.11, 0.04, -0.12, -0.01, 0.07, -0.12, 0.19, -0.13, -0.04, -0.11, -0.11, -0.72, -0.35, -0.49, -0.45, -0.02, -0.03, -0.14, 0.01, -0.47, -0.58, -0.02, -0.07, -0.03, -0.69, -0.02, -0.45, -0.03, -0.36, -0.69, -0.70, -0.72, -0.13, 0.11, 0.10, 0.10, 0.13, 0.13, 0.10, 0.12, 0.13, 0.09, 0.08, 0.09, 0.09, 0.05, 0.18, 0.09, 0.10, 0.10, 0.09, 0.10, 0.11],
  "gap_ev": [6.8, 7.4],
  "multiplicity": 2,
  "s_squared": 0.772,
  "total_charge": 1,
  "total_energy_ha": -4402.59274
}